# 1
Entry from the Open Molecules 2025 dataset: C16H25N2NaO2SSe2 as an isolated structure (ωB97M-V/def2-TZVPD).

XYZ file:
```
49
Properties=species:S:1:pos:R:3:mulliken_charge:R:1
Na -0.8350 -0.2973 0.4060 0.702
C -1.6444 -1.5431 4.3331 -0.979
Se -1.9332 -0.0247 3.1500 0.107
C -0.5405 1.1297 3.8744 -0.643
C 0.8711 0.5722 3.8320 -0.768
Se 1.5492 0.3434 2.0129 0.299
C 3.0141 -0.8327 2.5282 -1.084
H -2.4468 -2.2485 4.1291 0.334
H -1.6963 -1.2274 5.3727 0.310
H -0.6902 -2.0195 4.1214 0.271
H -0.8131 1.3599 4.9054 0.496
H -0.6311 2.0363 3.2788 0.087
H 0.9363 -0.4000 4.3215 0.401
H 1.5499 1.2533 4.3465 0.417
H 3.6855 -0.3144 3.2084 0.323
H 3.5496 -1.0858 1.6160 0.293
H 2.6284 -1.7396 2.9883 0.310
C 1.1632 1.9881 -3.0602 -1.642
C 0.4651 1.8098 -1.7226 1.027
O 0.2673 0.6342 -1.3667 -0.703
C 0.0782 2.9829 -0.9749 0.548
C 0.3845 4.2584 -1.5239 -0.631
C 0.0361 5.4323 -0.9207 -0.878
C -0.6733 5.3746 0.2977 -0.359
C -0.9955 4.1837 0.8674 -0.787
C -0.6283 2.9181 0.2826 0.207
O -0.9391 1.8498 0.8857 -0.552
H 1.3902 1.0041 -3.4639 0.248
H 2.0916 2.5488 -2.9527 0.391
H 0.5269 2.5263 -3.7632 0.417
H 0.9173 4.3147 -2.4627 0.290
H 0.2925 6.3798 -1.3735 0.375
H -0.9694 6.2983 0.7834 0.373
H -1.5511 4.1348 1.7964 0.404
C -1.9295 -5.0069 -2.3192 -0.955
N -0.9260 -3.9748 -2.3831 0.001
C 0.1561 -4.0553 -3.3545 -0.664
C 0.9275 -2.7684 -3.0701 -0.608
N -0.1088 -1.9464 -2.4687 0.169
C -1.1324 -2.6853 -2.0080 0.322
S -2.4473 -2.1005 -1.1320 -0.428
H -1.4458 -5.9695 -2.1533 0.290
H -2.5118 -5.0564 -3.2455 0.326
H -2.6056 -4.7915 -1.4961 0.332
H -0.2476 -4.0690 -4.3743 0.313
H 0.7545 -4.9532 -3.2046 0.377
H 1.3370 -2.3115 -3.9687 0.353
H 1.7437 -2.9439 -2.3622 0.278
H 0.0265 -0.9678 -2.2129 0.292
```

Computed properties:
HOMO level = -7.0 eV
HOMO-LUMO gap = 7.1 eV
Net charge = 0


# 2
Entry from the Open Molecules 2025 dataset: the molecule C16H25N3O3S in a non-equilibrium geometry (ωB97M-V/def2-TZVPD).

XYZ file:
```
48
Properties=species:S:1:pos:R:3:mulliken_charge:R:1
C -4.6847 -0.6998 -1.5361 -1.744
C -4.1054 0.2612 -0.5034 0.371
C -3.3602 1.4149 -1.1754 -0.598
C -2.7420 2.3318 -0.1236 -1.083
N -1.8345 1.5821 0.7282 0.139
C -0.5232 1.8856 0.7021 1.082
O -0.0973 2.7962 0.0080 -0.761
C 0.4649 1.0652 1.5396 -1.260
N 1.0541 0.0345 0.7164 0.232
C 0.3797 -1.1622 0.4191 -0.325
C 0.3098 -1.5776 -0.9064 0.194
C -0.3191 -2.7673 -1.2278 -0.940
C -0.8883 -3.5480 -0.2351 -0.496
C -0.8056 -3.1440 1.0868 -0.763
C -0.1679 -1.9620 1.4176 -0.124
S 2.6704 0.0573 0.3288 1.386
O 3.1411 -1.2894 0.4161 -0.743
O 3.2930 1.0602 1.1376 -0.757
N 2.6741 0.4925 -1.2938 0.131
C 3.7642 -0.1017 -2.0403 -1.143
C 2.5614 1.9249 -1.4746 -0.791
C -2.5012 0.5090 1.4272 -1.252
C -3.1360 -0.4637 0.4305 -0.091
H -5.2223 -1.5082 -1.0461 0.421
H -3.8886 -1.1331 -2.1372 0.314
H -5.3731 -0.1799 -2.1980 0.443
H -4.9274 0.6757 0.0925 0.334
H -4.0401 1.9926 -1.8032 0.425
H -2.5667 1.0136 -1.8088 0.219
H -2.1714 3.1346 -0.5914 0.448
H -3.5285 2.7675 0.5031 0.374
H 1.2901 1.7281 1.8107 0.488
H 0.0260 0.6583 2.4539 0.427
H 0.7633 -0.9588 -1.6641 0.560
H -0.3687 -3.0850 -2.2589 0.405
H -1.3836 -4.4731 -0.4885 0.420
H -1.2262 -3.7602 1.8678 0.421
H -0.0703 -1.6730 2.4536 0.483
H 3.8433 -1.1422 -1.7376 0.384
H 3.5346 -0.0421 -3.1047 0.339
H 4.7177 0.4027 -1.8478 0.370
H 2.4560 2.1354 -2.5381 0.338
H 3.4388 2.4489 -1.0826 0.293
H 1.6765 2.2791 -0.9510 0.203
H -1.8084 -0.0308 2.0667 0.392
H -3.2860 0.9498 2.0564 0.536
H -3.6548 -1.2497 0.9816 0.604
H -2.3475 -0.9306 -0.1615 -0.304
```

Computed properties:
SMILES = CC1CCN(C(=O)CN(c2ccccc2)S(=O)(=O)N(C)C)CC1
Energy relative to the best compared isomer or geometry (same formula, charge and spin) = 49.3 kcal per mole
HOMO level = -8.9 eV
HOMO-LUMO gap = 9.6 eV
Net charge = 0